(1)
Here is 11 unconnected molecules or ions with the total composition C33H48O33 at a distorted geometry from OMol25. Energies are from wB97M-V/def2-TZVPD.

Geometry (Å):
C: 0.1355 3.1657 1.7782
O: 0.1012 2.4477 0.5426
C: 0.1197 1.1367 0.6262
O: -0.0638 0.5012 1.6473
O: 0.4532 0.7015 -0.5881
C: 0.7131 -0.6859 -0.8616
H: -0.8797 3.2396 2.1638
H: 0.6655 4.1034 1.6698
H: 0.7271 2.5972 2.4956
H: 1.7928 -0.8054 -0.9186
H: 0.1670 -0.8928 -1.7719
H: 0.3434 -1.3363 -0.0748
C: -4.4946 -5.3153 1.6746
O: -3.7033 -4.1395 1.6112
C: -2.6177 -4.0976 2.3843
O: -2.1612 -5.0131 3.0024
O: -2.1047 -2.8829 2.3212
C: -0.8278 -2.6100 2.9122
H: -4.9812 -5.4490 0.7127
H: -5.2257 -5.2444 2.4786
H: -3.8800 -6.1995 1.8583
H: -0.9720 -2.6873 3.9914
H: -0.5054 -1.6158 2.5936
H: -0.0629 -3.3465 2.6550
O: 5.3785 -1.5835 -0.2271
C: 4.6731 -1.3080 0.6807
O: 4.7257 -0.1522 1.3668
C: 3.8610 -0.2322 2.5312
C: 2.9888 -1.4631 2.2089
O: 3.6199 -2.0603 1.0758
H: 4.4957 -0.4840 3.3798
H: 3.3750 0.7222 2.6792
H: 1.9485 -1.2083 2.0159
H: 3.0217 -2.1130 3.0794
O: -2.1034 9.2218 -0.2538
C: -1.8863 8.1193 0.0945
O: -1.6278 7.0738 -0.7284
C: -1.2395 5.9472 0.0449
C: -1.7750 6.2676 1.4336
O: -1.8795 7.7084 1.3811
H: -1.7301 5.0416 -0.3170
H: -0.1592 5.8029 -0.0044
H: -1.0962 5.9790 2.2328
H: -2.7849 5.9264 1.6599
O: -1.5831 -2.7470 -1.8209
C: -1.3803 -3.8163 -2.2818
O: -1.9308 -4.2817 -3.4321
C: -1.5037 -5.5977 -3.6837
C: -0.6603 -5.9746 -2.4396
O: -0.6414 -4.7708 -1.6753
H: -2.3399 -6.2924 -3.7758
H: -0.9358 -5.7245 -4.6054
H: 0.3490 -6.2875 -2.6979
H: -1.1419 -6.7328 -1.8240
O: -5.4743 -0.8672 -3.2242
C: -4.5232 -0.2211 -2.9512
O: -3.2650 -0.7092 -2.9940
C: -2.3400 0.3131 -2.5655
C: -3.1946 1.5597 -2.7340
O: -4.5308 1.0875 -2.5882
H: -2.1455 0.1397 -1.5038
H: -1.3991 0.3179 -3.1036
H: -3.0851 1.9600 -3.7451
H: -2.9550 2.3307 -2.0075
O: 1.5839 -0.2776 4.3396
C: 0.6700 0.3858 4.6808
O: -0.5246 -0.1020 5.0583
C: -1.3762 1.0009 5.4164
C: -0.6823 2.1921 4.7822
O: 0.6536 1.7292 4.6170
H: -2.3569 0.7822 5.0007
H: -1.5214 1.0932 6.4942
H: -0.7248 3.0763 5.4147
H: -1.1187 2.4510 3.8190
O: -3.1607 3.0086 1.2043
C: -3.3452 1.8579 1.4411
O: -3.1848 1.3046 2.6521
C: -3.3873 -0.1127 2.5890
C: -3.5682 -0.3905 1.0861
O: -3.6673 0.9188 0.5288
H: -2.5165 -0.6239 2.9800
H: -4.2931 -0.3738 3.1342
H: -4.4448 -1.0168 0.9373
H: -2.7294 -0.9155 0.6288
O: 3.7426 2.7460 -5.1054
C: 3.6757 1.9234 -4.2646
O: 2.5217 1.5451 -3.6481
C: 2.7539 0.3073 -2.9772
C: 4.2751 0.3215 -2.7640
O: 4.7232 1.2325 -3.7737
H: 2.2159 0.3190 -2.0320
H: 2.4114 -0.5331 -3.5798
H: 4.7006 -0.6686 -2.8868
H: 4.5233 0.7158 -1.7779
O: 3.6316 4.1910 4.1595
C: 3.9615 3.8339 3.0828
O: 5.2275 3.8212 2.6193
C: 5.2707 3.4078 1.2435
C: 3.8099 3.0128 0.9404
O: 3.1019 3.3093 2.1586
H: 5.5599 4.2534 0.6217
H: 6.0015 2.6084 1.1656
H: 3.6414 1.9720 0.6813
H: 3.4085 3.6693 0.1686
O: 0.7764 -1.1435 -4.1229
C: 0.9329 -2.1515 -4.7255
O: 0.6445 -2.3334 -6.0282
C: 0.6588 -3.7521 -6.2878
C: 1.6180 -4.2331 -5.2265
O: 1.3339 -3.3315 -4.1598
H: -0.3650 -4.1124 -6.1758
H: 0.9653 -3.9031 -7.3192
H: 2.6814 -4.2186 -5.4696
H: 1.4270 -5.2601 -4.9057

Summary:
Largest force on an atom: 1.50 eV/Å
SMILES: COC(=O)OC.COC(=O)OC.O=C1OCCO1.O=C1OCCO1.O=C1OCCO1.O=C1OCCO1.O=C1OCCO1.O=C1OCCO1.O=C1OCCO1.O=C1OCCO1.O=C1OCCO1
HOMO-LUMO gap: 10.6 eV
Energy relative to the best compared isomer or geometry (same formula, charge and spin): 0.0 kJ/mol
HOMO: -10.6627 eV

Here are the Löwdin charges for atoms 1 to 99, given in e: -0.028, 0.031, -0.578, 0.120, 0.008, -0.017, 0.074, 0.096, 0.076, 0.086, 0.067, 0.097, -0.040, 0.001, -0.623, 0.141, -0.023, -0.017, 0.094, 0.099, 0.093, 0.105, 0.064, 0.105, 0.160, -0.590, 0.033, -0.077, -0.119, 0.064, 0.136, 0.109, 0.094, 0.127, 0.177, -0.585, 0.066, -0.127, -0.102, 0.052, 0.124, 0.126, 0.120, 0.130, 0.177, -0.551, 0.078, -0.124, -0.095, 0.065, 0.130, 0.104, 0.122, 0.129, 0.165, -0.580, 0.050, -0.103, -0.112, 0.064, 0.103, 0.126, 0.136, 0.127, 0.167, -0.571, 0.064, -0.085, -0.101, 0.065, 0.113, 0.134, 0.142, 0.091, 0.152, -0.567, 0.048, -0.089, -0.088, 0.065, 0.095, 0.138, 0.138, 0.119, 0.173, -0.579, 0.073, -0.122, -0.092, 0.068, 0.078, 0.097, 0.127, 0.117, 0.176, -0.566, 0.066, -0.080, -0.095

---

(2)
Here is C5H4BrN3O in the gas phase at a distorted geometry from OMol25. Energies are from wB97M-V/def2-TZVPD.

Geometry (Å):
C: 0.6832 -3.0100 0.5877
N: 0.4708 -1.9234 -0.0840
N: 0.9391 -0.8492 0.5334
C: 0.9239 0.3896 -0.0173
O: 1.5259 1.3447 0.3630
C: -0.0377 0.7529 -1.1141
Br: 0.4584 0.0304 -2.7826
C: -1.0416 1.5233 -0.7943
C: -1.7906 2.4843 -0.4291
N: -2.6183 3.3057 -0.0784
H: 1.0022 -2.9063 1.6292
H: 0.4706 -3.9400 0.0345
H: 1.5128 -1.0230 1.3482
H: -2.4986 3.8209 0.8039

Summary:
Largest force on an atom: 2.56 eV/Å
SMILES: C=NNC(=O)C(Br)=C=C=N
HOMO-LUMO gap: 8.5 eV
Energy relative to the best compared isomer or geometry (same formula, charge and spin): 184.9 kJ/mol
HOMO: -8.8736 eV

So, what does the Löwdin scheme give us? The charges, in e, come out as: -0.009, -0.028, 0.019, -0.553, 0.108, -0.628, 0.777, -0.044, -0.174, 0.144, 0.075, 0.078, 0.148, 0.088

---

(3)
Here is 6 unconnected molecules or ions with the total composition C3H18NO7 at a distorted geometry from OMol25. Energies are from wB97M-V/def2-TZVPD.

Geometry (Å):
C: -1.5519 -0.3379 0.1810
O: -1.3886 0.6884 1.0954
C: -0.2256 -0.9490 -0.3434
C: 0.3005 -0.2219 -1.6702
O: 1.3401 -1.0464 -2.2071
N: 0.8456 -0.9280 0.6541
H: -2.2801 0.0710 -0.5568
H: -2.1067 -1.1412 0.6803
H: -0.4074 -1.9297 -0.7756
H: -0.3922 -0.3616 -2.4918
H: 0.5494 0.8189 -1.5033
H: 2.1228 -0.9252 -1.6598
H: 1.1478 0.0299 0.8160
H: 0.3941 -1.2320 1.5178
H: 0.3018 3.2565 0.3050
H: -0.2998 1.7391 0.6724
O: 0.4766 2.3491 0.5371
H: 1.7359 -2.5444 -0.2056
H: 1.4931 -3.6389 -1.2184
O: 2.1352 -3.3642 -0.5510
H: 2.7844 1.6574 -1.0062
H: 2.2666 2.2538 0.2542
O: 2.9465 2.4178 -0.4358
H: -0.9922 -1.0295 3.8552
H: -1.5381 -0.8828 2.4520
O: -1.5768 -1.4596 3.2267
H: -2.2615 1.9675 0.1065
H: -3.1559 2.1474 -1.2193
O: -2.6635 2.5955 -0.5092

Summary:
Largest force on an atom: 2.54 eV/Å
2S+1: 2
HOMO-LUMO gap (alpha / beta): 11.0 / 6.6 eV
Energy relative to the best compared isomer or geometry (same formula, charge and spin): 0.0 kJ/mol
HOMO (alpha / beta): -10.8380 / -10.8376 eV

So, what does the Löwdin scheme give us? The charges, in e, come out as: -0.207, -0.048, -0.304, -0.177, -0.064, 0.078, 0.132, 0.157, 0.137, 0.123, 0.104, 0.079, 0.081, 0.084, 0.071, 0.001, -0.058, -0.025, 0.031, -0.076, 0.011, -0.003, -0.077, 0.049, -0.026, -0.037, -0.026, 0.049, -0.058

---

(4)
Here is a molecular structure, C27H41F9OP2W at a distorted geometry from OMol25. Energies are from wB97M-V/def2-TZVPD.

Geometry (Å):
W: -0.3427 -0.8534 -0.8997
C: -0.5530 -2.8181 0.5496
C: 0.7712 -3.2869 0.2900
C: 1.0042 -1.2370 1.3443
C: -0.4476 -1.5504 1.2592
C: 1.7048 -2.3529 0.7974
C: -1.7433 -3.7324 0.4871
H: -1.5626 -4.5868 -0.1915
H: -2.6654 -3.2335 0.1663
H: -2.0322 -4.1473 1.4679
C: -1.4794 -1.0183 2.2593
H: -2.5099 -1.1024 1.8695
H: -1.2958 0.0516 2.5217
H: -1.4518 -1.6139 3.2073
C: 1.5124 -0.3656 2.4805
H: 1.2812 -0.8880 3.4449
H: 1.0090 0.6201 2.5411
H: 2.6058 -0.2274 2.4503
C: 3.1464 -2.6884 0.9611
H: 3.2330 -3.2738 1.8996
H: 3.8079 -1.8124 1.0518
H: 3.5309 -3.3336 0.1481
C: 1.0933 -4.5279 -0.4763
H: 1.2490 -5.3669 0.2171
H: 2.0224 -4.4914 -1.0814
H: 0.3030 -4.8468 -1.1784
C: -1.0987 0.2720 -2.7879
C: -1.8759 -0.8533 -3.1354
C: -1.5049 -2.1729 -3.6213
C: -0.0601 -2.6052 -3.3842
C: 0.5815 -2.0192 -2.1735
C: 1.3061 -0.6942 -2.1502
C: 1.3063 0.0743 -3.4436
C: -0.0625 0.6793 -3.8336
H: -1.6991 -2.3106 -4.7018
H: 0.5654 -2.3228 -4.2198
H: -2.1746 -2.8798 -3.0873
H: -0.3258 0.3142 -4.8714
H: -1.7492 1.0990 -2.4631
H: -2.9389 -0.7170 -3.3723
H: -0.0285 1.7960 -3.9960
H: 2.0113 0.9111 -3.3444
H: 2.3295 -0.8313 -1.7319
H: 1.6692 -0.4697 -4.3496
H: -0.0137 -3.7097 -3.3484
H: 1.3049 -2.7837 -1.8648
P: -1.1932 1.6753 0.4261
C: -2.8641 2.1512 0.0706
C: -2.4027 -0.7715 -0.5410
P: 2.1942 0.9024 0.0684
C: 0.1906 1.8376 -0.5643
C: 4.0100 0.6671 -0.2213
C: 2.4835 2.2881 1.1390
H: -2.9025 3.2101 -0.2311
H: -3.5438 1.9846 0.9242
H: -3.2495 1.5300 -0.7600
H: -2.9572 -0.3149 -1.3627
H: -2.9558 -0.5836 0.4246
H: -2.2889 -1.8610 -0.7529
H: 2.9201 3.0250 0.4427
H: 3.1963 2.0077 1.9270
H: 1.6017 2.7222 1.5976
H: 0.5967 2.8298 -0.3548
H: -0.0017 1.7853 -1.6470
H: 4.4638 0.4079 0.7497
H: 4.4698 1.6276 -0.5234
H: 4.3205 -0.1022 -0.9451
F: -0.1854 4.7567 4.3849
C: -0.3754 3.5042 3.8839
F: 0.8343 2.9109 3.7652
F: -1.0694 2.7592 4.7822
C: -1.0912 3.5273 2.5272
O: -0.8303 2.2128 1.9196
C: -2.5668 3.8377 2.7994
F: -2.7174 4.7312 3.8113
F: -3.1848 4.3550 1.6885
F: -3.2275 2.6772 3.0942
C: -0.5073 4.6452 1.6809
F: -0.9366 5.8823 2.0101
F: 0.8620 4.6558 1.7200
F: -0.8249 4.4332 0.3601

Summary:
Total charge: +2
Largest force on an atom: 4.91 eV/Å
2S+1: 3
HOMO-LUMO gap (alpha / beta): 5.7 / 5.4 eV
Energy relative to the best compared isomer or geometry (same formula, charge and spin): 571.1 kJ/mol
HOMO (alpha / beta): -13.2961 / -13.2891 eV

So, what does the Löwdin scheme give us? The charges, in e, come out as: 1.494, -0.296, -0.197, -0.287, -0.376, -0.217, -0.015, 0.093, 0.071, 0.111, -0.046, 0.064, 0.061, 0.118, -0.064, 0.132, 0.057, 0.077, 0.003, 0.122, 0.068, 0.097, -0.015, 0.121, 0.102, 0.092, -0.309, -0.090, -0.159, -0.165, -0.392, -0.398, -0.210, -0.157, 0.159, 0.115, 0.145, 0.138, 0.097, 0.150, 0.137, 0.108, 0.075, 0.125, 0.129, 0.085, 0.921, -0.161, -0.282, 1.068, -0.364, -0.240, -0.303, 0.076, 0.086, 0.057, 0.004, 0.047, 0.011, 0.084, 0.083, 0.001, 0.040, 0.033, 0.063, 0.064, 0.053, 0.190, -0.489, 0.160, 0.186, -0.147, -0.221, -0.470, 0.200, 0.139, 0.155, -0.471, 0.210, 0.149, 0.116

---

(5)
Here is a molecular structure, C3H6N2O at a distorted geometry from OMol25. Energies are from wB97M-V/def2-TZVPD.

Geometry (Å):
N: 1.2573 -0.1822 0.9698
C: 0.4520 -0.0601 -0.6498
C: -0.7634 -0.9667 -1.0024
O: -1.6046 -0.1512 -0.1464
C: -0.5850 0.7650 0.0425
N: -0.4294 1.7091 0.8405
H: 1.8911 0.5764 0.8196
H: 1.6723 -0.7359 1.7576
H: 1.1237 0.3136 -1.4520
H: -1.1995 -1.0022 -2.0260
H: -0.6328 -1.9755 -0.6323
H: -1.1736 1.7042 1.5283

Summary:
Largest force on an atom: 2.46 eV/Å
HOMO-LUMO gap: 9.4 eV
Energy relative to the best compared isomer or geometry (same formula, charge and spin): 488.4 kJ/mol
HOMO: -8.5595 eV

So, what does the Löwdin scheme give us? The charges, in e, come out as: 0.018, -0.044, -0.114, -0.007, -0.506, 0.154, 0.005, 0.058, 0.129, 0.130, 0.110, 0.067

---

(6)
Here is C16H18N2O2S in the gas phase from OMol25. Energies are from wB97M-V/def2-TZVPD.

Geometry (Å):
C: -0.4376 2.4488 3.9688
O: -0.4770 3.2730 2.8319
C: 0.0829 2.8121 1.6754
C: 0.7322 1.5930 1.5333
C: 1.2672 1.2356 0.3068
C: 1.1678 2.0699 -0.7939
C: 1.6762 1.6378 -2.1392
C: 0.5406 0.9784 -2.9407
N: 0.0926 -0.2458 -2.3233
C: -0.9768 -0.2765 -1.4998
O: -1.7410 0.6597 -1.3648
C: -1.2534 -1.5850 -0.8230
C: -2.5903 -1.8524 -0.5430
C: -2.9607 -3.0280 0.0887
C: -1.9546 -3.9111 0.4384
N: -0.6774 -3.6672 0.2102
C: -0.3242 -2.5463 -0.3960
S: 1.4203 -2.3601 -0.5833
C: 2.0107 -3.8600 0.2402
C: 0.5158 3.2890 -0.6424
C: -0.0151 3.6605 0.5723
H: -0.9491 3.0035 4.7543
H: -0.9594 1.5013 3.7978
H: 0.5915 2.2444 4.2840
H: 0.8256 0.9096 2.3632
H: 1.7696 0.2837 0.2112
H: 2.4932 0.9223 -2.0243
H: 2.0400 2.4987 -2.7020
H: -0.3205 1.6495 -2.9749
H: 0.8745 0.7562 -3.9582
H: 0.7283 -1.0273 -2.3487
H: -3.3215 -1.1121 -0.8328
H: -3.9938 -3.2482 0.3032
H: -2.1610 -4.8532 0.9292
H: 1.6075 -4.7266 -0.2725
H: 1.6849 -3.8485 1.2750
H: 3.0937 -3.8353 0.1727
H: 0.4214 3.9528 -1.4896
H: -0.5231 4.6038 0.6957

Summary:
Largest force on an atom: 0.47 eV/Å
SMILES: COc1ccc(CCNC(=O)c2cccnc2SC)cc1
HOMO-LUMO gap: 8.6 eV
Energy relative to the best compared isomer or geometry (same formula, charge and spin): 124.4 kJ/mol
HOMO: -8.0892 eV

So, what does the Löwdin scheme give us? The charges, in e, come out as: -0.097, -0.087, -0.273, -0.011, -0.051, -0.252, -0.129, -0.162, 0.058, -0.471, 0.073, -0.115, 0.002, -0.048, -0.131, 0.034, -0.516, 0.934, -0.377, -0.033, 0.004, 0.091, 0.095, 0.094, 0.102, 0.067, 0.113, 0.115, 0.123, 0.120, 0.057, 0.123, 0.102, 0.109, 0.034, 0.037, 0.031, 0.117, 0.117

---

(7)
Here is a molecular structure, C4AlBO8 at a distorted geometry from OMol25. Energies are from wB97M-V/def2-TZVPD.

Geometry (Å):
Al: 2.1564 -2.8722 -4.3636
O: 0.2672 3.3834 1.3538
C: 0.2285 2.1591 1.2894
O: -0.2314 1.5222 0.2791
B: -0.1178 0.0398 0.4599
O: 0.4212 -0.1612 1.8133
C: 0.7333 1.0884 2.3839
O: 1.4408 1.3821 3.3719
O: 0.6410 -0.4691 -0.6550
C: -0.1620 -1.0916 -1.4690
O: 0.1171 -1.7061 -2.5497
C: -1.5481 -1.1156 -0.8407
O: -1.4556 -0.5835 0.3494
O: -2.4905 -1.5756 -1.4227

Summary:
Total charge: +3
Largest force on an atom: 8.68 eV/Å
2S+1: 2
HOMO-LUMO gap (alpha / beta): 4.8 / 2.8 eV
HOMO (alpha / beta): -21.3820 / -21.4052 eV

So, what does the Löwdin scheme give us? The charges, in e, come out as: 1.108, 0.582, -0.135, 0.376, -0.771, 0.357, 0.033, 0.569, 0.339, -0.226, 0.058, -0.194, 0.360, 0.544

---

(8)
Here is C4H8O in the gas phase from OMol25. Energies are from wB97M-V/def2-TZVPD.

Geometry (Å):
C: 0.7044 -1.6726 -0.5564
C: 0.5562 -0.1811 -0.6425
O: 1.2178 0.3693 0.5481
C: -0.0230 0.9030 0.1517
C: -1.3001 1.0027 0.9195
H: 1.7832 -1.7887 -0.7376
H: 0.1869 -2.2614 -1.3176
H: 0.5054 -2.0363 0.4511
H: 0.7896 0.1857 -1.6518
H: 0.1963 1.8487 -0.3490
H: -1.6618 0.0654 1.3427
H: -1.2193 1.7662 1.6996
H: -2.0219 1.3641 0.1737

Summary:
Largest force on an atom: 0.96 eV/Å
SMILES: C[C@@H]1O[C@@H]1C
HOMO-LUMO gap: 10.7 eV
Energy relative to the best compared isomer or geometry (same formula, charge and spin): 173.5 kJ/mol
HOMO: -9.6722 eV

So, what does the Löwdin scheme give us? The charges, in e, come out as: -0.048, -0.284, -0.027, -0.362, -0.036, 0.087, 0.075, 0.081, 0.133, 0.135, 0.080, 0.080, 0.086